DFT (ωB97M-V/def2-TZVPD) results for a 4-piece molecular cluster, C19H50BIN3O4 overall in a non-equilibrium geometry.

```
78
Properties=species:S:1:pos:R:3:forces:R:3
C 2.465430 3.364034 -0.355400 -0.071 -0.381 -0.339
C 1.123591 2.479557 0.076087 2.043 0.916 0.901
N 0.155452 2.264248 -1.089357 3.161 0.468 0.397
N -0.956047 1.568450 -0.559466 -1.764 0.735 1.058
C -2.113439 2.537541 -0.619318 -2.728 3.142 0.575
C -2.685585 2.928532 0.894609 0.079 -1.130 0.001
C -3.975125 2.002309 1.303183 -0.452 -0.153 0.083
I -3.396742 5.036676 0.887113 0.619 -1.121 -0.148
B -1.180507 0.247067 -1.281645 -0.926 -4.980 -2.794
O -2.103394 0.084912 -2.461809 0.868 0.933 4.345
N -0.433248 -1.056994 -0.908651 -0.976 2.866 0.630
C -0.479304 -1.318068 0.577476 1.655 0.372 1.014
C 0.967022 -1.072114 -1.475930 0.535 -1.369 0.189
H 3.140199 2.720341 -1.089939 -1.391 1.459 1.577
H 3.096832 3.601164 0.625491 -1.492 -0.542 -2.224
H 2.172097 4.379869 -0.909150 0.558 -2.348 1.380
H 0.631584 3.092766 0.972777 0.462 -1.301 -2.227
H 1.487801 1.453831 0.536122 -0.732 1.848 -0.978
H 0.597478 1.726550 -1.866362 -0.235 0.446 0.960
H -0.720903 1.455321 0.472496 -0.566 -0.506 -1.331
H -3.041943 2.179145 -1.231330 2.090 0.211 1.040
H -1.750981 3.551154 -1.133153 -0.482 -2.599 1.142
H -1.819755 2.880895 1.702494 -1.804 0.138 -1.676
H -4.458773 1.567356 0.307545 1.019 0.850 2.216
H -4.811744 2.661517 1.826659 1.938 -1.543 -1.052
H -3.688297 1.109818 2.041462 -0.551 1.933 -1.722
H -2.886248 -0.429500 -2.071465 1.513 0.526 -1.063
H -0.035186 -2.394357 0.841733 -1.350 2.355 -0.569
H -1.538787 -1.133167 1.054138 2.006 -0.686 -1.103
H 0.289626 -0.553449 1.076193 -1.473 -1.465 -0.475
H 1.056317 -0.353122 -2.407615 0.003 -1.620 1.840
H 1.208043 -2.200717 -1.781765 -0.383 2.607 0.372
H 1.712997 -0.817733 -0.603335 -1.109 -0.080 -1.849
C 6.970694 6.312208 -2.964253 -0.147 0.174 -0.133
C 6.470246 4.878417 -2.939440 0.126 0.082 0.117
O 5.080922 4.767828 -2.642644 -0.224 -0.111 0.131
C 4.182363 5.388862 -3.558457 0.138 -0.112 -0.035
C 4.262733 4.818315 -4.963946 0.226 0.003 -0.131
H 6.699572 6.832949 -2.040439 0.086 -0.117 -0.064
H 8.058357 6.336014 -3.078642 -0.138 -0.026 0.026
H 6.534791 6.873645 -3.795545 0.117 -0.027 0.028
H 7.000505 4.337290 -2.147481 -0.308 -0.003 -0.066
H 6.701613 4.362102 -3.876255 -0.007 0.061 -0.052
H 4.331728 6.473033 -3.561687 0.035 0.002 -0.072
H 3.174722 5.215969 -3.168631 0.159 -0.051 0.169
H 5.225869 5.043396 -5.433032 -0.158 0.010 0.003
H 3.476396 5.243374 -5.594693 0.084 -0.043 0.083
H 4.153337 3.729250 -4.946724 -0.048 0.123 0.024
C -1.699016 -5.032691 5.230573 0.068 0.129 0.207
C -0.861741 -4.815880 3.982060 -0.149 -0.059 0.051
O -0.603042 -3.442399 3.704273 -0.034 0.188 -0.245
C 0.128192 -2.719456 4.691418 0.089 -0.102 -0.039
C 1.522075 -3.271763 4.935204 0.022 -0.259 0.065
H -2.615904 -4.436198 5.190258 0.076 -0.117 -0.064
H -1.966930 -6.088322 5.333174 0.036 0.133 -0.037
H -1.156118 -4.736409 6.132652 -0.047 -0.109 -0.044
H -1.412841 -5.208155 3.119738 0.133 0.256 0.015
H 0.076331 -5.377354 4.032069 0.010 0.004 0.073
H -0.443981 -2.662432 5.622607 0.040 -0.059 0.034
H 0.218961 -1.694222 4.320131 -0.171 -0.124 -0.133
H 1.484666 -4.266207 5.391290 0.045 0.152 0.008
H 2.080779 -2.615779 5.609278 -0.077 -0.068 -0.084
H 2.072415 -3.363832 3.993409 -0.061 0.081 0.095
C -2.028997 -4.361306 -0.060172 0.004 -0.123 -0.289
C -3.377861 -3.997488 0.535668 0.111 0.065 0.036
O -4.162504 -3.158499 -0.307523 0.063 0.313 0.034
C -4.524403 -3.692343 -1.578682 -0.137 -0.103 0.020
C -5.373299 -4.948627 -1.486439 0.080 -0.196 0.157
H -1.488367 -3.462156 -0.372198 -0.135 -0.156 0.023
H -1.422043 -4.904569 0.669988 -0.070 0.068 -0.049
H -2.140131 -4.998145 -0.942415 0.048 -0.016 0.109
H -3.210314 -3.436342 1.462077 -0.183 0.062 -0.171
H -3.942476 -4.892945 0.813341 0.032 -0.035 -0.057
H -3.631395 -3.861321 -2.188379 0.038 -0.097 0.005
H -5.104167 -2.915819 -2.086700 0.094 0.073 0.219
H -4.806830 -5.784557 -1.063747 -0.067 0.052 -0.122
H -5.721151 -5.248788 -2.479286 0.047 0.061 0.122
H -6.242216 -4.782479 -0.841686 0.088 0.042 -0.139
```
Positions in Å, forces in eV/Å.

Results
Net charge: +1
Total energy in eV: -41940.0227
2S+1: 1
Strongest force on any atom in Eh/bohr: 0.1125
LUMO in Eh: -0.1271
Kohn-Sham gap in eV: 8.14
HOMO in eV: -11.6